No. 1
Below is C18H18BrNO4 in the gas phase, with properties calculated with ωB97M-V with the def2-TZVPD basis set.

The calculation puts the highest occupied orbital energy at -9.52 eV. Its total charge is 0. The energy relative to the best compared isomer or geometry (same formula, charge and spin) comes out at 46.2 kJ/mol. The structure (SMILES) is CCCCCOC(=O)c1ccc(OC(=O)c2cncc(Br)c2)cc1. The frontier orbital gap is 9.25 eV. The calculation puts the total energy at -3626.47298 hartree. The calculation puts the largest force on an atom at 0.639 eV Å⁻¹.

Geometry as XYZ:
```
42
C18H18BrNO4 (ωB97M-V with the def2-TZVPD basis set)
C -5.607 -1.248 2.051
H -3.433 0.394 2.561
H -5.866 1.515 2.562
H 4.415 -0.374 -3.800
O -2.354 0.286 0.806
C 7.560 0.276 -4.157
H 1.117 -0.981 2.198
O 4.899 0.602 0.033
H -7.028 0.654 3.567
C -1.298 -0.241 1.436
H -7.590 1.625 2.208
O 3.437 0.064 -1.608
C 5.681 0.321 -2.192
C 1.122 0.430 -1.383
C 6.983 0.699 -1.872
H 1.145 0.818 -2.390
H -6.546 0.058 0.608
Br 9.727 1.177 -2.520
H -4.498 -1.224 0.198
C 7.933 0.673 -2.877
C -3.607 0.238 1.491
C 5.407 -0.066 -3.504
H 7.221 1.001 -0.862
C -6.710 -0.262 1.639
H -0.981 0.695 -1.113
O -1.345 -0.727 2.539
H 3.242 -0.859 0.934
C -6.799 0.959 2.548
H 8.277 0.246 -4.966
H -4.184 1.064 1.075
C 4.653 0.344 -1.115
N 6.327 -0.084 -4.450
C 1.136 -0.586 1.193
C -4.304 -1.101 1.266
H -5.398 -1.135 3.116
C 2.311 -0.003 -0.801
C 2.322 -0.520 0.488
H -3.617 -1.892 1.576
H -5.962 -2.268 1.895
H -7.674 -0.775 1.668
C -0.057 0.359 -0.672
C -0.056 -0.147 0.626
```

No. 2
Below is 7 unconnected molecules or ions with the total composition C28H35F21O14 at a distorted geometry, with properties calculated with ωB97M-V with the def2-TZVPD basis set.

The calculation puts the highest occupied orbital energy at -11.11 eV. Its total charge is 0. The energy relative to the best compared isomer or geometry (same formula, charge and spin) comes out at 67.0 kJ/mol. The structure (SMILES) is CCOC(=O)C(F)(F)F.CCOC(=O)C(F)(F)F.CCOC(=O)C(F)(F)F.CCOC(=O)C(F)(F)F.CCOC(=O)C(F)(F)F.CCOC(=O)C(F)(F)F.CCOC(=O)C(F)(F)F. The frontier orbital gap is 11.54 eV. The calculation puts the total energy at -4238.59670 hartree. The calculation puts the largest force on an atom at 1.979 eV Å⁻¹.

Geometry as XYZ:
```
98
C28H35F21O14 (ωB97M-V with the def2-TZVPD basis set)
H -19.975 13.810 -36.279
F -20.607 14.865 -29.180
O -17.267 11.826 -25.822
O -20.180 17.067 -28.021
C -26.451 17.336 -22.298
H -27.913 16.757 -20.824
F -15.087 19.649 -23.087
C -20.287 17.832 -25.777
C -24.541 21.692 -35.728
C -25.292 17.875 -25.773
H -14.465 15.521 -24.903
H -20.144 15.330 -37.201
C -15.322 13.528 -25.042
C -19.936 18.205 -27.179
C -25.346 18.040 -24.234
H -17.672 22.688 -26.142
C -16.262 21.131 -26.616
F -16.878 20.553 -22.239
H -25.404 12.832 -22.375
C -20.232 17.229 -29.323
H -27.028 13.568 -23.876
F -19.038 12.569 -27.685
O -18.044 20.112 -24.876
C -16.733 22.565 -26.683
H -22.158 20.823 -32.354
H -15.657 15.152 -23.675
H -25.726 16.603 -21.960
F -19.466 15.584 -30.877
H -18.895 18.523 -27.286
F -24.105 17.368 -26.110
F -16.927 18.502 -22.960
O -16.460 13.921 -25.826
C -19.051 15.753 -33.989
H -26.290 18.308 -21.830
C -20.630 14.653 -36.507
H -19.802 16.908 -25.472
H -23.567 19.869 -32.339
H -16.009 23.285 -26.303
H -28.690 17.531 -22.150
C -21.035 15.316 -35.204
H -26.405 12.684 -25.232
H -27.277 11.813 -24.012
F -21.591 15.992 -30.748
C -21.865 18.835 -33.144
H -28.014 15.875 -22.301
O -22.999 20.712 -34.210
H -15.560 12.702 -24.370
H -20.514 19.064 -27.528
C -16.417 19.720 -23.186
H -16.924 20.472 -27.181
C -16.891 20.213 -24.568
F -23.084 15.044 -25.967
C -20.450 15.871 -30.027
O -15.915 20.689 -25.305
H -16.889 22.817 -27.733
O -26.422 17.471 -23.717
F -25.404 21.223 -36.627
F -23.428 22.071 -36.361
H -21.526 14.219 -36.954
F -26.239 17.061 -26.234
H -15.335 21.036 -27.192
F -18.589 17.689 -32.681
H -20.836 19.105 -33.389
H -14.572 13.113 -25.720
O -25.002 19.720 -34.431
O -20.037 16.214 -34.725
C -25.290 12.369 -23.356
F -25.419 19.072 -26.358
C -14.851 14.722 -24.272
F -18.037 14.461 -27.866
H -21.324 14.576 -34.456
C -18.470 13.545 -26.985
C -22.700 20.096 -32.964
H -21.944 15.906 -35.331
O -24.123 12.839 -24.041
C -23.894 14.128 -23.988
F -21.850 13.501 -25.082
H -21.368 17.706 -25.680
H -22.283 18.257 -33.966
O -24.502 18.636 -23.639
C -17.312 12.977 -26.141
H -21.806 18.272 -32.215
C -22.659 14.522 -24.816
C -27.849 16.885 -21.912
C -18.062 16.877 -33.607
F -16.941 16.362 -33.138
H -20.033 18.658 -25.116
H -25.145 11.307 -23.182
F -19.401 14.098 -26.207
C -26.562 12.623 -24.152
H -14.083 14.424 -23.557
O -20.214 18.257 -29.932
O -24.557 14.959 -23.435
C -24.236 20.602 -34.673
F -21.940 15.448 -24.179
O -18.841 14.614 -33.697
F -17.766 17.630 -34.681
F -25.075 22.773 -35.149
```